This record from the OMol25 dataset describes a 2-piece molecular cluster, C7H16ClNS overall in a non-equilibrium geometry. The level of theory is ωB97M-V with the def2-TZVPD basis set.

Each line ends with the Löwdin charge.
Atoms and positions in Å:
H (-1.44, 1.01, 1.41)  0.12
C (0.75, -0.15, -3.63)  -0.51
H (1.15, 1.45, 3.12)  0.13
H (1.33, 0.40, -4.38)  0.07
H (1.31, 0.34, 0.48)  0.10
H (-0.07, 2.22, 1.14)  0.12
H (-0.92, -0.27, -5.01)  0.07
C (0.00, -1.13, 1.57)  -0.08
H (0.77, -1.11, 3.59)  0.14
H (-0.99, 1.10, -3.85)  0.07
Cl (-1.54, -0.16, 5.06)  -0.43
H (-1.05, -1.07, 1.89)  0.13
H (-0.30, -1.21, -1.17)  0.08
H (1.75, -0.59, 2.36)  0.16
H (1.06, -1.20, -3.62)  0.07
H (-0.52, 0.71, 3.57)  -0.11
C (0.30, 0.83, 2.81)  -0.18
N (0.80, -0.59, 2.71)  0.03
H (0.33, -2.07, 1.13)  0.14
H (-1.41, -0.59, -3.32)  0.06
S (1.06, 0.61, -1.97)  0.83
H (-1.23, 0.33, -1.04)  0.08
C (0.24, 0.05, 0.56)  -0.39
C (-0.25, -0.14, -0.89)  -0.43
C (-0.36, 1.21, 1.44)  -0.10
C (-0.77, 0.03, -3.97)  -0.17

Computed properties:
DFT total energy, hartree: -1189.39843
Kohn-Sham gap, eV: 7.73
Molecular weight, g/mol: 181.732
2S+1: 1
Total charge: 0
LUMO level, eV: 0.0